(1)
A structure of composition C7H12N2O at a distorted geometry. Source: the Open Molecules 2025 dataset; level of theory: ωB97M-V/def2-TZVPD.

Results
Energy relative to the best compared isomer or geometry (same formula, charge and spin), kcal per mole: 81.2
Kohn-Sham gap, eV: 8.93
HOMO, eV: -8.061
Calculated total energy, Eh: -458.55940

```
22
Properties=species:S:1:pos:R:3:lowdin_charge:R:1
C -0.31270 -0.89865 -0.02918 -0.179
C 1.35481 0.05579 -0.04352 -0.440
C -1.25579 0.31744 -0.01525 -0.559
C 1.95585 -0.30828 1.31853 -0.031
C 2.17132 -0.19174 -1.26388 -0.026
C -2.15881 0.27016 -1.21411 -0.017
C -2.05641 0.15447 1.27490 -0.021
N 0.78928 1.37576 0.00613 0.068
N -0.44440 1.48114 0.00603 0.077
O -0.34757 -2.09349 -0.02207 0.115
H 2.95100 0.16408 1.40615 0.084
H 2.20690 -1.32986 1.14353 0.076
H 1.31760 0.15128 2.08730 0.092
H 3.10512 0.34150 -1.27020 0.093
H 1.55724 0.04052 -2.08360 0.070
H 2.20076 -1.20801 -1.30293 0.054
H -2.68731 1.27928 -1.37514 0.126
H -2.89613 -0.43228 -1.09757 0.055
H -1.59407 -0.00015 -2.10616 0.090
H -1.61616 0.66188 2.17286 0.095
H -2.19919 -0.89241 1.69456 0.120
H -2.87148 0.80581 1.19817 0.059
```



(2)
The molecule C7H12N2O at a distorted geometry. Source: the Open Molecules 2025 dataset; level of theory: ωB97M-V/def2-TZVPD.

Results
Energy relative to the best compared isomer or geometry (same formula, charge and spin), kcal per mole: 81.1
Kohn-Sham gap (spin up / spin down), eV: 7.97 / 7.97
HOMO (spin up / spin down), eV: -7.433 / -7.433
Calculated total energy, Eh: -458.55956

```
22
Properties=species:S:1:pos:R:3:lowdin_charge:R:1
C 0.04644 -0.96679 -0.73727 -0.138
C -2.34838 -0.51011 -0.35007 -0.018
C 0.65374 2.43209 -0.57175 0.001
N -0.99936 -0.69715 0.16431 -0.178
C 1.27487 1.16211 -0.03160 -0.398
C 1.12577 -0.03690 -0.95040 -0.382
C -0.76865 -0.91041 1.45784 -0.110
C 0.48673 -1.51423 1.81270 -0.070
N 1.95581 -0.19295 -1.92026 0.119
O 1.88992 1.12566 1.01108 0.084
H 2.66892 0.53525 -1.94248 0.044
H -0.28485 -1.45756 -1.64663 0.113
H 0.78298 -1.82440 0.61007 0.148
H -1.63112 -0.92404 2.11400 0.121
H -2.43912 0.46286 -0.83802 0.090
H -2.56893 -1.28487 -1.08849 0.099
H -3.07296 -0.58413 0.46135 0.088
H 0.84073 3.25825 0.11139 0.084
H -0.42076 2.28669 -0.70564 0.078
H 1.06924 2.66466 -1.55356 0.088
H 1.33045 -0.83545 1.92802 0.063
H 0.40850 -2.18858 2.66541 0.075
```



(3)
A structure of composition C7H12N2O2S2 at a distorted geometry. Source: the Open Molecules 2025 dataset; level of theory: ωB97M-V/def2-TZVPD.

Results
Energy relative to the best compared isomer or geometry (same formula, charge and spin), kcal per mole: 40.7
Kohn-Sham gap, eV: 9.05
HOMO, eV: -8.550
Calculated total energy, Eh: -1330.23371

```
25
Properties=species:S:1:pos:R:3:lowdin_charge:R:1
C 1.60372 1.00079 1.25766 -0.583
C 1.42742 -1.92257 0.01470 -0.274
C 0.41235 -2.37327 0.99266 -0.411
C -0.55692 1.75439 -1.49760 -0.374
C -2.48505 0.13533 -0.65308 -0.413
C -0.66463 1.48754 -0.04115 -0.350
C 0.60618 0.13827 0.50944 -0.558
N 0.93930 -0.69036 -0.59652 -0.062
N -1.97457 1.18984 0.24834 -0.111
O 2.53863 1.53132 0.43907 0.094
O 1.39732 1.43669 2.34197 0.103
S -1.49556 0.32850 -2.22988 0.875
S -0.34474 -0.81380 1.69712 0.962
H 2.44471 -1.76950 0.42919 0.128
H 1.50874 -2.77307 -0.76685 0.147
H -0.51711 -3.02425 0.54816 0.126
H 0.78960 -2.95811 1.79078 0.045
H -0.88681 2.73391 -1.85586 0.094
H 0.46390 1.61325 -1.73580 0.056
H -2.22377 -0.84104 -0.15409 0.059
H -3.49476 0.34395 -0.99299 0.061
H -0.39406 2.29109 0.58983 0.125
H 2.71992 0.89740 -0.31920 0.136
H -2.02368 0.89602 1.28345 0.118
H 0.20986 -0.61232 -1.29934 0.006
```



(4)
A structure of composition C7H12N2O3 at a distorted geometry. Source: the Open Molecules 2025 dataset; level of theory: ωB97M-V/def2-TZVPD.

Results
Energy relative to the best compared isomer or geometry (same formula, charge and spin), kcal per mole: 212.7
Kohn-Sham gap, eV: 9.66
HOMO, eV: -9.140
Calculated total energy, Eh: -608.84926

```
24
Properties=species:S:1:pos:R:3:lowdin_charge:R:1
C 0.53767 3.39040 1.90588 -0.062
C -0.30418 1.25991 1.27042 -0.406
C -1.31212 0.64222 0.37391 -0.002
C -0.47479 -0.20791 -0.72458 -0.171
C 1.71158 -0.81417 -1.41315 -0.285
C 0.97726 -1.78080 -2.24332 -0.244
C -0.98869 -1.65272 -0.64651 -0.477
H 0.11420 3.24908 3.08378 0.190
H 1.36595 3.01106 2.22111 0.025
H 0.78897 4.14692 1.53050 -0.015
H -2.04783 0.06140 1.07903 0.176
H -1.56400 1.63355 0.24797 0.079
H -0.45101 0.23295 -1.76595 0.174
H 1.39885 -0.65587 0.61080 0.260
H 2.43544 -1.19586 -1.07571 0.006
H 2.37437 -0.37742 -2.11535 0.122
H 1.52842 -2.82184 -2.66106 0.176
H 0.56863 -1.48852 -3.16620 0.083
H -0.06390 -3.71211 -1.48906 0.264
N 0.99492 -0.05976 -0.45350 0.000
N -0.01175 -2.42475 -1.43652 -0.012
O -0.19946 2.64633 1.01242 -0.039
O 0.30739 0.73762 2.29019 0.012
O -1.88427 -2.09812 -0.10331 0.146
```



(5)
A cluster of 2 separate species, C7H12N2O4PS3 in total at a distorted geometry. Source: the Open Molecules 2025 dataset; level of theory: ωB97M-V/def2-TZVPD.

Results
Net charge: -1
Kohn-Sham gap, eV: 2.91
HOMO, eV: -3.001
Calculated total energy, Eh: -2220.20876

```
29
Properties=species:S:1:pos:R:3:lowdin_charge:R:1
C 0.14315 3.48995 0.02727 -0.183
C 0.00778 2.63068 1.33595 -0.519
S -1.64491 1.84981 1.57257 0.825
C -1.33518 0.07959 1.16694 -0.396
C -0.76128 -0.03644 -0.28712 -0.281
C -1.38905 0.80680 -1.30639 0.034
C -0.72758 0.63931 -2.64720 0.008
C 0.35641 -0.29927 -2.61708 -0.104
N 0.79346 -1.03758 -1.56710 -0.280
P 2.13230 -2.20768 -1.63536 0.422
S 2.97472 -2.31701 -3.37144 0.122
N 0.22681 -0.90760 -0.37338 0.141
H -0.82966 3.99660 -0.21862 0.064
H 0.40129 2.87684 -0.87841 0.050
H 0.95173 4.26345 0.12651 0.069
H 0.19347 3.28312 2.22283 0.066
H 0.80735 1.84597 1.31355 0.087
H -0.53815 -0.28443 1.87587 0.070
H -2.21398 -0.58951 1.31636 0.106
H -2.22039 1.51343 -1.14300 0.100
H -1.04665 1.21025 -3.54067 0.109
H 0.90982 -0.44321 -3.57786 0.083
H 3.05984 -1.70047 -0.67185 0.010
H 1.66759 -3.44598 -1.10117 0.026
O -0.91455 -1.86664 3.53115 -0.463
S -0.38515 -3.04540 2.80500 0.160
O 0.93810 -2.70317 2.20563 -0.468
O -1.33069 -3.41457 1.71168 -0.442
O -0.22658 -4.18685 3.72536 -0.416
```



(6)
A structure of composition C7H12N2S at a distorted geometry. Source: the Open Molecules 2025 dataset; level of theory: ωB97M-V/def2-TZVPD.

Results
Energy relative to the best compared isomer or geometry (same formula, charge and spin), kcal per mole: 127.6
Kohn-Sham gap, eV: 8.72
HOMO, eV: -7.974
Calculated total energy, Eh: -781.42580

```
22
Properties=species:S:1:pos:R:3:lowdin_charge:R:1
C -0.14328 -0.10419 -0.81989 -0.723
C 1.31238 1.51443 0.58420 -0.083
C -0.32030 -1.43982 1.82146 -0.165
C 0.80728 2.31374 -0.51445 -0.286
C -0.77329 -2.44391 0.82028 -0.439
C 1.61373 2.65804 -1.75415 -0.032
C -2.19883 -2.43097 0.24538 -0.109
N 0.34404 0.98018 -0.28799 -0.098
N 0.30351 -1.56206 0.44278 0.005
S -0.84883 -0.48686 -2.17486 0.701
H 2.36031 1.10395 0.54748 0.149
H 1.12998 1.90538 1.58018 0.114
H -0.97750 -0.55332 2.03029 0.112
H 0.46974 -1.76871 2.50835 0.091
H -0.18970 2.92694 -0.35425 0.187
H -0.50872 -3.46899 1.23474 0.138
H 2.57621 3.16790 -1.49593 0.098
H 1.08975 3.35480 -2.32700 0.045
H 1.65148 1.72408 -2.34712 0.090
H -2.24117 -2.91596 -0.77320 0.066
H -2.58731 -1.42010 0.09341 0.046
H -2.86947 -3.05456 0.94030 0.093
```



Q: Which of these has the highest calculated total energy?
A: number 1



Q: The highest calculated total energy belongs to which entry?
A: number 1